# 1
Computed, not measured: a structure of composition C26H35BMnN13O in a non-equilibrium geometry, with ωB97M-V/def2-TZVPD.

The geometry in XYZ format:
```
77
Properties=species:S:1:pos:R:3:forces:R:3
Mn 0.2136 0.1502 0.1652 -0.8 -1.7 0.3
C 4.4756 -0.2863 0.3876 0.0 0.0 0.0
C 3.3241 0.2767 -0.1658 0.0 0.0 0.0
N 2.2306 -0.2265 0.3975 0.4 0.4 0.1
N 2.6541 -1.1186 1.3179 -0.1 0.0 -0.1
C 3.9948 -1.1772 1.3269 0.0 0.0 0.0
B 1.6297 -1.9921 2.0617 0.2 -0.1 0.2
N 0.6768 -1.0813 2.8568 -0.2 -0.1 0.0
C 0.3884 -1.0826 4.1679 0.0 0.0 0.0
C -0.6800 -0.2354 4.3803 0.0 0.0 0.0
C -0.9908 0.2431 3.1047 -0.1 0.0 -0.1
N -0.1733 -0.2773 2.1912 0.2 0.7 0.3
N 0.7967 -2.7389 0.9979 -0.1 0.1 0.0
C 0.6341 -4.0541 0.7784 0.0 0.0 0.0
C -0.2308 -4.2112 -0.2860 0.0 0.0 0.0
C -0.5580 -2.9014 -0.6538 0.0 0.0 -0.1
N 0.0644 -2.0217 0.1229 0.3 -0.1 0.1
H 5.5025 -0.0748 0.1451 0.0 0.0 0.0
H 3.2373 0.9987 -0.9623 0.0 0.0 0.0
H 4.5055 -1.8490 1.9977 0.0 0.0 0.0
H 2.1851 -2.7703 2.7901 0.0 0.1 -0.1
H 0.9558 -1.6948 4.8494 0.0 0.0 0.0
H -1.1653 -0.0079 5.3132 0.0 0.0 0.0
H -1.7586 0.9431 2.8110 0.1 0.0 0.0
H 1.1383 -4.7780 1.3979 0.0 0.0 0.0
H -0.5737 -5.1316 -0.7262 0.0 0.0 0.0
H -1.1999 -2.5655 -1.4561 0.0 0.0 0.0
N -1.8972 -0.1015 0.0533 -0.2 0.2 -0.3
C -2.6897 1.1252 -0.0825 -0.1 0.0 0.0
C -1.9948 1.9748 -1.1196 0.1 0.0 0.0
N -0.6096 2.1400 -0.6803 0.4 0.3 0.2
H -2.0175 -0.6694 -0.7795 -0.1 0.0 0.0
H -2.1843 -0.6700 0.8414 0.0 0.0 0.0
H -2.6887 1.6416 0.8797 0.0 0.0 0.0
H -3.7309 0.9415 -0.3556 0.0 0.0 0.0
H -2.5230 2.9185 -1.2705 0.0 0.0 0.0
H -1.9794 1.4481 -2.0761 0.0 0.0 0.0
H -0.5416 2.7871 0.0980 -0.1 0.1 0.0
H -0.0332 2.5056 -1.4287 0.0 -0.1 -0.1
C 1.5929 -2.4099 -5.7405 0.0 0.0 0.1
N 1.8654 -1.7827 -4.4524 0.0 0.1 -0.1
N 0.9431 -0.9181 -3.8892 -0.2 -0.1 0.0
C 1.1288 -0.8688 -2.5279 0.0 0.3 0.1
O 0.4853 -0.0384 -1.8349 0.0 -0.1 -0.6
C 2.1474 -1.8234 -2.2392 -0.1 0.0 0.1
C 2.5371 -2.3659 -3.4285 0.1 -0.1 -0.1
C 3.5133 -3.4571 -3.6956 0.0 0.0 0.0
C 0.2389 0.0431 -4.6661 0.1 -0.1 0.1
C -1.1201 0.2108 -4.4490 0.0 0.0 0.0
C -1.8134 1.1612 -5.1830 0.0 0.0 0.0
C -1.1534 1.9219 -6.1402 0.0 0.0 0.0
C 0.2045 1.7355 -6.3588 0.0 0.0 0.0
C 0.9096 0.8003 -5.6143 0.0 0.1 0.0
H 0.8337 -1.8335 -6.2596 0.0 0.0 0.0
H 1.2332 -3.4313 -5.6118 0.0 0.0 0.0
H 2.4979 -2.4111 -6.3436 0.0 0.0 0.0
H 2.5352 -2.0614 -1.2654 0.0 0.0 0.0
H 3.9945 -3.7513 -2.7663 0.0 0.0 0.0
H 4.2804 -3.1347 -4.4007 0.0 0.0 0.0
H 3.0184 -4.3347 -4.1164 0.0 0.0 0.0
H -1.6180 -0.4069 -3.7140 0.0 0.0 0.0
H -2.8754 1.2956 -5.0209 0.0 0.0 0.0
H -1.6994 2.6539 -6.7202 0.0 0.0 0.0
H 0.7214 2.3253 -7.1042 0.0 0.0 0.0
H 1.9738 0.6601 -5.7604 0.0 0.0 0.0
N 4.0848 4.3123 0.3171 0.0 -0.1 0.1
C 3.2483 3.6277 1.1477 0.1 0.1 -0.2
C 2.0910 2.9941 0.6643 -0.1 0.1 -0.1
N 1.2770 2.3172 1.4474 0.1 0.3 0.4
C 1.5821 2.2833 2.7520 0.1 0.0 -0.1
C 2.7236 2.9032 3.2213 0.1 0.0 0.0
N 3.5659 3.5683 2.4335 0.0 0.0 0.1
H 3.9175 4.3856 -0.6672 0.0 0.0 0.0
H 4.9178 4.7166 0.7049 0.0 0.0 0.0
H 1.8512 3.0346 -0.3950 0.1 0.0 0.0
H 0.9233 1.7480 3.4190 0.0 0.0 0.0
H 2.9733 2.8586 4.2752 0.0 0.0 0.0
```
Positions in Å, forces in eV/Å.

Summary:
Gap between HOMO and LUMO (alpha / beta) (hartree): 0.315 / 0.298
HOMO level (alpha / beta) (eV): -10.4 / -9.9
Net charge: +1
Multiplicity: 2
<S²>: 0.90

# 2
Computed, not measured: a cluster of 5 separate species, C26H35Br2NO15 in total in a non-equilibrium geometry, with ωB97M-V/def2-TZVPD.

The geometry in XYZ format:
```
79
Properties=species:S:1:pos:R:3:forces:R:3
C -0.8900 -4.8783 2.4698 0.3 0.0 0.0
C 0.2822 -5.1990 1.5813 -0.4 -0.4 -0.5
C 1.2190 -6.2529 2.0686 -0.3 -0.3 -0.2
N 0.4718 -4.6517 0.4365 0.8 0.8 0.9
C 0.0378 -3.3463 0.2688 -0.3 -0.7 -0.1
C 0.7100 -2.2335 0.6038 -0.4 -0.3 -0.2
C 2.0686 -2.1655 1.1942 -0.2 0.9 -0.1
Br 3.2167 -1.3083 -0.1485 0.1 -0.4 0.1
C 2.1717 -1.3488 2.4953 -0.2 -0.6 0.4
C 0.8996 -1.3309 3.3419 0.4 0.4 0.3
Br 3.6077 -2.1930 3.5591 0.0 0.2 -0.1
C -0.1347 -1.0893 0.2081 0.5 0.1 0.2
O 0.0461 0.0794 0.3715 -0.2 -0.3 0.2
O -1.2671 -1.5723 -0.4191 -0.5 0.2 -0.1
C -1.2505 -2.9513 -0.3817 0.4 0.0 -0.1
O -2.1258 -3.6346 -0.8000 -0.1 0.1 0.0
H -0.7949 -3.9161 2.9664 0.0 0.0 0.0
H -0.9865 -5.6336 3.2428 0.0 0.0 0.1
H -1.8045 -4.8742 1.8772 0.0 0.1 -0.1
H 0.6826 -7.1308 2.4307 0.0 0.0 0.0
H 1.7297 -5.8282 2.9381 0.1 0.0 0.0
H 1.9356 -6.5338 1.3029 0.1 0.0 0.0
H 2.4214 -3.1765 1.3607 0.1 0.0 -0.2
H 2.5109 -0.3381 2.3080 0.1 0.0 -0.1
H 0.2855 -2.2175 3.2154 0.0 0.0 -0.1
H 0.3423 -0.4194 3.1253 -0.2 -0.2 -0.2
H 1.1753 -1.2737 4.3921 -0.1 0.0 0.0
C -5.0053 -3.6976 7.2980 0.2 -0.1 0.2
C -3.9726 -3.3376 6.2617 -0.2 -0.1 0.2
C -3.8117 -4.3245 5.1276 0.0 0.1 -0.2
O -2.4482 -4.1025 4.7321 -0.3 0.0 0.2
C -1.7790 -3.6551 5.8263 0.1 0.0 0.1
O -0.5972 -3.5528 5.8874 0.0 0.0 -0.1
O -2.6417 -3.3506 6.8194 0.0 0.0 -0.1
H -6.0088 -3.5368 6.9056 0.0 0.0 0.0
H -4.9097 -4.7414 7.5996 0.0 0.0 0.0
H -4.8763 -3.0867 8.1902 0.0 0.1 -0.1
H -4.1565 -2.3310 5.8759 0.1 0.0 0.0
H -4.4844 -4.1439 4.2931 0.1 0.1 -0.1
H -3.9092 -5.3612 5.4572 -0.1 0.0 0.1
C 0.6393 1.5543 -2.2183 0.2 0.0 -0.5
C 0.1977 2.9896 -2.1436 0.0 -0.3 0.0
C -1.1192 3.3029 -2.8141 -0.2 0.1 0.1
O -0.9620 4.6915 -3.1483 0.0 -0.2 0.0
C 0.3667 4.9202 -3.3093 0.1 0.0 0.0
O 0.8218 5.9189 -3.7663 0.0 0.1 0.0
O 1.0857 3.8613 -2.8815 -0.1 0.1 0.1
H 0.0517 0.9425 -1.5403 0.0 0.1 -0.1
H 0.5297 1.1633 -3.2329 0.0 0.1 0.0
H 1.6911 1.4611 -1.9480 0.0 0.0 0.1
H 0.1940 3.3296 -1.1045 0.0 0.1 0.0
H -1.9805 3.1630 -2.1663 0.0 0.2 0.0
H -1.2644 2.7417 -3.7398 0.1 -0.1 0.0
C 5.5967 -1.9597 -6.2200 0.3 0.1 0.1
C 4.9536 -1.8125 -4.8649 0.1 0.0 -0.3
C 4.2296 -0.5070 -4.6232 -0.2 0.0 0.0
O 4.3171 -0.3800 -3.1986 0.0 0.0 -0.1
C 5.4348 -1.0379 -2.7970 0.1 0.0 0.0
O 5.8954 -0.9749 -1.7057 0.0 0.0 0.0
O 5.9424 -1.7702 -3.8179 -0.1 0.0 0.1
H 4.8395 -2.1419 -6.9821 0.0 0.0 0.0
H 6.1543 -1.0613 -6.4876 0.0 0.0 0.0
H 6.2993 -2.7918 -6.2183 -0.1 -0.1 0.0
H 4.2966 -2.6630 -4.6617 0.0 0.0 0.1
H 3.1904 -0.5166 -4.9419 0.0 0.0 0.2
H 4.7427 0.3440 -5.0769 0.0 -0.1 -0.1
C -2.3502 7.7064 -3.7676 -0.1 -0.2 0.1
C -2.8201 8.7670 -2.8075 0.2 -0.2 -0.2
C -1.7955 9.2247 -1.7958 0.0 0.1 0.0
O -2.6252 9.6608 -0.7084 0.0 0.0 0.0
C -3.7801 8.9524 -0.7676 0.0 0.0 0.0
O -4.6061 8.9341 0.0848 0.0 0.0 0.0
O -3.8543 8.2675 -1.9345 0.0 0.1 0.0
H -1.6806 8.1325 -4.5139 0.0 0.0 0.0
H -1.8232 6.9105 -3.2453 0.0 0.0 0.0
H -3.1995 7.2521 -4.2777 0.0 0.1 -0.1
H -3.2355 9.6206 -3.3515 0.0 0.0 0.1
H -1.1673 10.0392 -2.1464 -0.1 0.1 0.1
H -1.1663 8.4048 -1.4428 0.0 -0.1 -0.1
```
Positions in Å, forces in eV/Å.

Summary:
Gap between HOMO and LUMO (hartree): 0.323
HOMO level (eV): -9.7
Structure (SMILES): CC(C)=NC1=C([C@@H](Br)[C@@H](C)Br)C(=O)OC1=O.C[C@@H]1COC(=O)O1.C[C@@H]1COC(=O)O1.C[C@@H]1COC(=O)O1.C[C@@H]1COC(=O)O1

# 3
Computed, not measured: a structure of composition C26H35Cl5N6OPPt, with ωB97M-V/def2-TZVPD.

The geometry in XYZ format:
```
75
Properties=species:S:1:pos:R:3:forces:R:3
Pt -1.0254 0.5654 0.5975 0.2 -0.3 -0.2
Cl -7.9248 1.7956 -0.6617 0.0 0.0 0.0
C -6.2160 1.8620 -0.5256 0.0 0.0 0.0
C -5.5085 0.7627 -0.0631 0.0 0.0 0.0
Cl -6.3177 -0.6864 0.3741 0.0 0.0 0.0
C -4.1247 0.8385 0.0453 0.0 0.1 -0.1
Cl -3.2310 -0.5593 0.5982 0.0 -0.1 0.0
C -3.3920 1.9792 -0.2885 -0.3 0.0 0.0
O -2.0888 2.0802 -0.2070 0.2 -0.1 0.2
C -4.1367 3.0786 -0.7657 0.0 -0.1 0.0
Cl -3.2602 4.4908 -1.2022 0.0 0.0 0.0
C -5.5166 3.0226 -0.8800 0.0 0.0 0.0
Cl -6.3794 4.3854 -1.4594 0.0 0.0 0.0
C -1.6631 0.1326 3.6028 0.0 -0.1 0.1
N -0.3193 -0.4213 3.7094 0.0 0.0 0.0
C -0.0724 -1.0840 4.9903 0.0 0.0 0.0
C 1.2427 -1.7763 4.7413 0.0 0.0 0.0
N 1.2306 -1.9843 3.2910 0.0 0.0 0.1
C 2.5728 -2.2763 2.7970 0.0 0.0 0.0
C 0.3163 -1.1279 2.7179 -0.1 0.1 -0.2
N 0.0369 -1.0310 1.4351 -0.1 0.3 0.4
C 0.5659 -2.0661 0.5399 0.0 0.0 0.0
C -0.3441 -2.3461 -0.6454 0.0 0.1 0.0
N -0.5133 -1.1847 -1.4788 -0.1 0.0 -0.4
C -0.1006 -1.0943 -2.6902 0.0 -0.2 0.3
N -0.4591 -0.0146 -3.4866 -0.1 0.0 -0.1
C -1.7115 0.6629 -3.2030 0.0 0.1 0.0
C -0.2402 -0.3794 -4.8813 0.1 0.0 0.0
C 0.9047 -1.3696 -4.7723 0.0 0.0 0.0
N 0.7026 -1.9328 -3.4411 0.0 0.0 -0.1
C 1.7892 -2.7255 -2.8948 0.0 -0.1 0.0
H -1.9143 0.5560 4.5735 0.0 0.0 0.0
H -2.3976 -0.6403 3.3570 0.0 0.0 0.0
H -1.7079 0.9247 2.8611 0.0 0.0 0.0
H -0.8749 -1.8012 5.1954 0.0 0.0 0.0
H -0.0359 -0.3587 5.8005 0.0 0.0 0.0
H 1.3467 -2.7232 5.2675 0.0 0.0 0.0
H 2.0871 -1.1320 5.0107 0.0 0.0 0.0
H 2.9508 -3.1207 3.3722 0.0 0.0 0.0
H 3.2376 -1.4241 2.9635 0.0 0.0 0.0
H 2.6032 -2.5422 1.7517 0.0 0.0 -0.1
H 0.6674 -2.9912 1.1112 0.0 0.0 0.0
H 1.5468 -1.7701 0.1565 0.0 0.0 0.0
H -1.3276 -2.6401 -0.2594 0.0 0.0 0.0
H 0.0487 -3.2283 -1.1570 0.0 0.0 -0.1
H -2.5681 -0.0120 -3.3178 0.0 0.0 0.0
H -1.8220 1.4920 -3.9015 0.0 0.0 0.0
H -1.7078 1.0615 -2.1938 0.0 0.0 0.0
H 0.0065 0.4937 -5.4832 0.0 0.0 0.0
H -1.1355 -0.8526 -5.3024 0.0 0.0 0.0
H 1.8761 -0.8640 -4.8307 0.0 0.0 0.0
H 0.8731 -2.1415 -5.5403 0.0 0.0 0.0
H 2.6543 -2.6297 -3.5527 0.0 0.0 0.0
H 1.5377 -3.7851 -2.8290 0.0 0.0 0.0
H 2.0869 -2.3634 -1.9130 0.0 0.0 0.1
C 0.5172 3.1635 -0.7549 0.1 0.0 0.0
P 0.7328 1.9074 0.5261 0.0 0.1 0.0
C 1.0030 2.8285 2.0620 0.0 -0.1 0.0
C 2.2901 1.0838 0.1267 0.0 -0.1 0.1
C 3.3000 0.9324 1.0728 0.0 0.1 0.0
C 4.4870 0.2975 0.7326 0.0 0.0 0.0
C 4.6650 -0.2012 -0.5487 0.0 0.0 0.0
C 3.6565 -0.0593 -1.4940 0.0 0.0 0.0
C 2.4737 0.5793 -1.1610 -0.1 0.0 0.0
H 0.3739 2.6804 -1.7214 0.0 0.0 0.0
H 1.3961 3.8078 -0.7903 0.0 0.0 0.0
H -0.3773 3.7411 -0.5319 0.0 0.0 0.0
H 1.8927 3.4557 2.0013 0.0 0.0 0.0
H 1.0814 2.1437 2.9071 0.0 0.0 0.0
H 0.1259 3.4571 2.2178 0.0 0.0 0.0
H 3.1770 1.3291 2.0739 0.0 0.0 0.0
H 5.2768 0.1996 1.4663 0.0 0.0 0.0
H 5.5931 -0.6897 -0.8152 0.0 0.0 0.0
H 3.7992 -0.4375 -2.4983 0.0 0.0 0.0
H 1.6882 0.6771 -1.9033 0.0 0.0 0.0
```
Positions in Å, forces in eV/Å.

Summary:
Gap between HOMO and LUMO (hartree): 0.294
HOMO level (eV): -10.4
Net charge: +1

# 4
Computed, not measured: a structure of composition C26H35CuN4O3Si in a non-equilibrium geometry, with ωB97M-V/def2-TZVPD.

The geometry in XYZ format:
```
70
Properties=species:S:1:pos:R:3:forces:R:3
Cu 0.5755 -0.0893 -0.3624 0.0 -0.5 -1.0
O -4.9973 0.7091 4.3406 -0.9 0.0 -0.7
C -3.7820 0.7076 4.8740 1.3 -0.3 -0.3
O -3.6023 0.6207 6.0492 -0.4 0.2 0.6
C -2.5867 0.7465 3.9398 -0.6 -0.2 0.0
C -1.3773 0.2852 4.4740 -1.3 0.6 -0.4
C -0.2940 0.2607 3.6494 0.4 -0.1 0.0
C -0.3968 0.6049 2.3214 -0.8 0.7 -0.8
C -1.6051 1.0662 1.7695 0.0 -0.6 0.7
C -2.7143 1.1413 2.6008 -0.7 0.3 0.6
N 0.7182 0.5262 1.4415 -0.5 0.6 1.4
C 1.8504 0.9418 1.8296 1.0 -0.5 -0.4
C 2.9983 0.7687 0.9472 -0.1 -0.8 -0.2
C 4.2895 0.9938 1.4019 -0.9 0.8 -0.6
C 5.2749 0.6540 0.5106 0.8 -0.9 0.2
C 4.9907 -0.0488 -0.6602 0.6 0.9 0.0
C 3.6617 -0.1940 -1.0565 0.8 0.0 1.5
N 2.6937 0.1859 -0.2314 0.2 0.6 0.1
H -5.0075 0.5747 3.3726 0.2 0.1 0.7
H -1.3319 -0.0466 5.4993 0.0 0.1 0.1
H 0.6181 -0.0801 4.0670 0.9 -0.4 0.1
H -1.6827 1.2796 0.7234 0.2 0.2 -0.3
H -3.7240 1.5416 2.2890 1.5 -0.5 -0.1
H 2.1609 1.2797 2.8014 -0.8 0.4 0.7
H 4.5091 1.5364 2.3254 -0.2 -0.4 -0.2
H 6.2813 0.8407 0.8553 0.3 -0.1 -0.5
H 5.8444 -0.3544 -1.2631 -0.5 -0.1 -0.1
H 3.3989 -0.6884 -1.9571 -0.4 -0.3 -0.7
C 1.4801 1.2093 -3.5525 0.6 0.2 0.1
C 0.6578 -0.0343 -3.4224 -0.4 0.7 -0.5
C 0.1169 -0.6169 -4.5386 -0.8 -1.6 0.3
C -0.5831 -1.8475 -4.3818 0.4 0.3 0.5
C -0.8328 -2.3374 -3.1066 0.4 -0.2 -0.6
C -0.3230 -1.6398 -1.9869 -0.8 -0.6 0.6
N 0.4069 -0.5351 -2.2189 0.5 0.0 0.4
N -0.4931 -1.8479 -0.6460 0.7 0.9 -1.0
Si -0.7498 -3.3183 0.2675 -0.9 1.1 -0.7
C -2.5863 -3.7141 0.0096 -0.7 -0.6 0.0
C 0.4504 -4.5813 -0.3308 -1.2 -0.3 -0.9
C -0.2448 -2.9237 1.9899 0.7 -0.4 1.0
H 2.0088 1.4853 -2.6226 -0.4 -0.2 -0.4
H 0.8735 2.0678 -3.8750 0.1 -0.2 0.1
H 2.2311 1.0126 -4.3263 -0.1 0.3 0.1
H 0.1503 -0.2065 -5.5182 0.6 0.4 -0.5
H -0.8539 -2.4173 -5.2865 -0.2 0.4 0.7
H -1.3387 -3.2716 -2.9582 -0.2 -0.2 0.0
H -2.8079 -4.0343 -1.0486 0.3 0.4 0.9
H -3.2757 -2.8612 0.2596 0.8 -0.6 -0.3
H -2.9260 -4.5650 0.6346 0.2 0.3 -0.2
H 0.1325 -4.8501 -1.3540 0.4 0.0 0.2
H 0.4739 -5.4819 0.2540 0.0 -0.5 0.3
H 1.4138 -4.1256 -0.3460 0.9 0.2 -0.1
H -0.8650 -2.3128 2.6219 -0.7 0.2 0.1
H 0.7286 -2.4070 2.0169 -0.1 -0.3 -0.3
H -0.1001 -3.8829 2.5278 0.0 0.4 -0.2
C 0.3570 4.0639 0.3223 -1.2 0.1 0.0
C 0.7942 3.2254 -0.8437 -0.2 -0.2 0.0
O -0.1107 2.1103 -1.0281 -0.8 0.8 -0.4
C -1.3642 2.5390 -1.6426 -1.5 -0.2 1.0
C -2.2640 1.3368 -1.9891 0.5 0.3 -0.8
H 0.8617 5.0029 0.3438 0.4 0.8 -0.1
H 0.5015 3.6296 1.3058 0.1 -0.5 0.0
H -0.7235 4.2598 0.2076 0.5 0.2 0.3
H 1.7680 2.7981 -0.6288 0.2 -0.2 -0.2
H 0.8708 3.8378 -1.7704 -0.2 -0.5 0.4
H -1.1641 3.0090 -2.5636 0.7 0.9 -1.1
H -1.9722 3.3001 -1.0236 1.2 -1.2 -0.5
H -1.7039 0.6713 -2.6911 -0.6 0.2 0.9
H -3.1906 1.6257 -2.5441 0.8 0.2 0.6
H -2.5679 0.8645 -1.0686 -0.1 -0.7 0.0
```
Positions in Å, forces in eV/Å.

Summary:
Gap between HOMO and LUMO (alpha / beta) (hartree): 0.224 / 0.220
HOMO level (alpha / beta) (eV): -10.3 / -10.2
Net charge: +1
Multiplicity: 2
<S²>: 0.75

| no. | energy (Eh) |
| --- | --- |
| 1 | -2974.6213 |
| 2 | -7343.1935 |
| 3 | -4177.0192 |
| 4 | -3386.2995 |